[1]
Molecular formula: ClF3Si
Method: DFT, ωB97M-V/def2-TZVPD

Each line ends with the Mulliken charge.
Positions of all 5 atoms, in Å:
F -0.67057 -0.92352 1.39135  -0.414
F 0.37665 1.52760 0.09115  -0.206
F -0.53914 0.05508 -1.48356  -0.206
Si 0.17255 -0.03613 -0.07207  0.939
Cl 1.76932 -1.15070 -0.09664  -0.113

Forces on the atoms, in the same order (eV/Å):
F 1.6 2.9 -4.1
F 0.1 -0.7 1.1
F -0.4 -1.0 0.6
Si -2.5 -0.8 2.7
Cl 1.0 -0.4 -0.2

## Properties
Strongest force on any atom: 5.3 eV/Å
E_tot: -1049.489995 Eh
Structure (SMILES): F[Si](F)(F)Cl
Charge: 0
Kohn-Sham gap: 12.9 eV
Energy relative to the best compared isomer or geometry (same formula, charge and spin): 109.8 kJ/mol

---

[2]
Molecular formula: C24H28N2O6S
Method: DFT, ωB97M-V/def2-TZVPD

Each line ends with the Mulliken charge.
Positions of all 61 atoms, in Å:
C -1.61180 -4.18709 -0.52947  -1.007
C -0.35628 -4.04221 0.32925  -0.753
C 0.18702 -2.62673 0.36209  0.521
O 1.34654 -2.36359 0.11582  -0.524
N -0.76014 -1.71095 0.70728  0.174
C -0.62511 -0.34207 0.87921  0.790
C 0.52124 0.35812 0.50006  -0.196
C 0.63408 1.71767 0.74420  -0.488
C -0.41259 2.41748 1.33776  -0.870
C -1.56872 1.74083 1.67548  -1.029
C -1.67529 0.37962 1.45499  0.190
S -3.29874 -0.31228 1.79012  1.385
O -3.23935 -1.76279 1.71357  -0.828
O -3.82685 0.25675 2.99714  -0.707
C -4.25492 0.27683 0.39374  0.259
C -5.33670 1.10886 0.59726  -0.340
C -6.05210 1.56937 -0.49481  -0.832
C -5.68750 1.20480 -1.78595  0.909
C -4.58989 0.36580 -1.96563  -0.933
C -3.87111 -0.09828 -0.88048  -0.305
H -3.02144 -0.75009 -1.01438  0.428
H -4.29935 0.07803 -2.96513  0.404
C -6.44352 1.71382 -2.97286  -1.409
H -7.39593 2.14393 -2.67549  0.365
H -6.62378 0.91242 -3.68616  0.369
H -5.86210 2.48432 -3.47896  0.300
H -6.90167 2.21837 -0.34235  0.345
H -5.60378 1.37697 1.60741  0.510
H -2.40712 2.24837 2.12661  0.494
H -0.31979 3.47779 1.51026  0.526
C 1.84251 2.45533 0.24367  0.172
O 1.72926 3.30495 -0.62123  -0.689
N 3.02513 2.13712 0.80673  0.165
C 3.23331 1.18504 1.87007  -0.984
H 3.89741 1.65728 2.60330  0.421
C 3.88162 -0.10258 1.33684  -0.627
H 4.56781 -0.51928 2.07393  0.477
H 3.13000 -0.85795 1.10728  -0.001
C 4.68742 0.19634 0.05264  1.332
C 5.32877 1.58529 0.16731  -1.043
C 4.24334 2.66491 0.22460  -0.923
H 4.59555 3.52322 0.80955  0.316
H 3.98393 3.01080 -0.77782  0.444
H 5.94794 1.58672 1.06422  0.316
H 5.97414 1.74890 -0.69455  0.352
O 5.69035 -0.79643 -0.11389  -0.539
C 5.35161 -1.61608 -1.21619  -0.509
H 6.06794 -1.43788 -2.02750  0.245
C 3.93642 -1.16310 -1.59785  0.031
H 3.17593 -1.79403 -1.12379  -0.068
O 3.87978 0.15576 -1.09725  -0.405
H 3.76760 -1.11926 -2.67332  0.390
H 5.39407 -2.66420 -0.91230  0.328
H 2.28475 0.96661 2.36155  0.448
H 1.31954 -0.16334 0.00029  0.908
H -1.66852 -2.06678 1.01394  0.160
H -0.57841 -4.34379 1.35576  0.289
H 0.43791 -4.68674 -0.05118  0.352
H -1.43850 -3.79150 -1.52817  0.298
H -2.46048 -3.67028 -0.08712  0.212
H -1.87145 -5.23914 -0.62012  0.387

Forces on atoms 1 to 6 (eV/Å):
C 0.1 0.0 0.1
C 0.1 -0.1 -0.1
C -0.1 -0.4 0.0
O 0.2 0.1 -0.1
N -0.4 -0.1 0.0
C 0.2 0.1 0.0

## Properties
Strongest force on any atom: 0.8 eV/Å
E_tot: -1890.515384 Eh
Structure (SMILES): CCC(=O)Nc1cc(C(=O)N2CCC3(CC2)OCCO3)ccc1S(=O)(=O)c1ccc(C)cc1
Charge: 0
Kohn-Sham gap: 9.1 eV
Energy relative to the best compared isomer or geometry (same formula, charge and spin): 4.5 kJ/mol

---

[3]
Molecular formula: HNO2S2
Method: DFT, ωB97M-V/def2-TZVPD

Each line ends with the Mulliken charge.
Positions of all 6 atoms, in Å:
N 3.20204 -1.34921 0.44516  0.847
O 3.85097 -2.27739 0.90178  -0.487
O 3.54338 -0.17409 0.28865  -0.486
S 0.09303 0.20072 -0.97203  -0.120
S 1.58909 -1.77320 0.01190  0.067
H 1.04893 1.00052 -0.81847  0.179

Forces on the atoms, in the same order (eV/Å):
N 0.9 1.8 0.1
O -0.7 0.9 -0.5
O 0.0 -1.7 0.3
S -0.2 -3.8 0.8
S -2.3 0.9 -1.0
H 2.2 1.9 0.3

## Properties
Strongest force on any atom: 3.9 eV/Å
E_tot: -1002.027976 Eh
Charge: 0
Kohn-Sham gap: 7.3 eV
Energy relative to the best compared isomer or geometry (same formula, charge and spin): 264.9 kJ/mol